Entry 1:
The following is a quantum chemistry calculation of 2 unconnected molecules or ions with the total composition C3H7NO3 in a non-equilibrium geometry, from the Open Molecules 2025 dataset.

Geometry as XYZ:
```
14
Properties=species:S:1:pos:R:3:mulliken_charge:R:1
C 0.814 -0.151 2.734 -1.190
C -0.170 0.442 1.789 0.752
O -0.439 1.626 1.804 -0.576
N -0.726 -0.343 0.779 -0.115
C -0.740 -1.730 0.785 0.014
O -1.625 -2.376 0.300 -0.494
H 0.499 -1.083 3.187 0.374
H 1.662 -0.462 2.121 0.349
H 1.144 0.572 3.465 0.281
H -1.430 0.170 0.268 0.265
H 0.170 -2.164 1.222 0.339
O 0.037 1.522 -6.153 -0.644
H 1.006 1.517 -6.088 0.322
H -0.202 2.458 -6.212 0.322
```

For the total energy, the calculation gives -10857.35105 eV. The calculation puts the highest occupied orbital energy at -10.425 eV. Its SMILES is CC(=O)NC=O.O. Its HOMO-LUMO gap is 0.410 Ha. The energy above the lowest of the compared OMol25 structures with the same formula, charge and spin is 98.1 kJ/mol.

***

Entry 2:
The following is a quantum chemistry calculation of 10 unconnected molecules or ions with the total composition H20O10 in a non-equilibrium geometry, from the Open Molecules 2025 dataset.

Geometry as XYZ:
```
30
Properties=species:S:1:pos:R:3:mulliken_charge:R:1
O 0.290 0.176 -1.729 -0.558
H 0.214 1.071 -1.378 0.303
H -0.254 -0.355 -1.137 0.316
O 3.981 1.572 -0.170 -0.604
H 3.881 2.143 -0.940 0.306
H 4.831 1.139 -0.308 0.283
O -0.257 -4.410 0.737 -0.616
H -0.120 -3.542 0.339 0.293
H -0.219 -4.241 1.685 0.317
O 2.786 -1.802 0.355 -0.625
H 2.134 -1.128 0.132 0.313
H 3.433 -1.334 0.895 0.295
O -1.976 -1.207 -0.654 -0.687
H -1.737 -1.322 0.273 0.311
H -1.826 -2.076 -1.044 0.305
O -4.722 1.988 0.610 -0.630
H -5.391 1.517 1.119 0.317
H -3.939 1.429 0.679 0.311
O -4.453 -1.876 -0.755 -0.584
H -3.940 -2.324 -1.437 0.277
H -4.612 -2.560 -0.094 0.310
O 3.237 -0.629 -1.555 -0.453
H 4.138 -0.795 -1.855 0.255
H 2.713 -0.650 -2.364 0.241
O -0.534 6.123 -0.208 -0.635
H -0.998 6.490 0.553 0.324
H -0.792 5.194 -0.214 0.312
O 1.742 0.319 2.827 -0.600
H 0.905 -0.153 2.898 0.292
H 1.484 1.244 2.739 0.312
```

For the total energy, the calculation gives -20797.93740 eV. The calculation puts the highest occupied orbital energy at -9.573 eV. Its SMILES is O.O.O.O.O.O.O.O.O.O. Its HOMO-LUMO gap is 0.338 Ha. The energy above the lowest of the compared OMol25 structures with the same formula, charge and spin is 451.1 kJ/mol.

***

Entry 3:
The following is a quantum chemistry calculation of 11 unconnected molecules or ions with the total composition C5H34N2O10S in a non-equilibrium geometry, from the Open Molecules 2025 dataset.

Geometry as XYZ:
```
52
Properties=species:S:1:pos:R:3:lowdin_spin:R:1
C -2.966 0.939 1.649 0.073
N -2.047 0.443 0.626 0.583
C -0.733 0.046 1.121 0.075
C -0.447 -1.430 0.760 0.057
C -1.076 -2.408 1.731 0.009
S -0.149 -2.554 3.292 0.017
C 0.354 0.920 0.466 0.038
N 0.374 2.305 0.968 0.007
H -2.612 1.861 2.110 0.039
H -3.073 0.182 2.429 0.009
H -3.953 1.088 1.211 0.005
H -1.975 1.098 -0.171 0.015
H -0.732 0.193 2.205 0.007
H 0.633 -1.555 0.676 0.004
H -0.795 -1.598 -0.262 -0.001
H -2.083 -2.126 2.049 0.001
H -1.166 -3.398 1.277 0.004
H 1.077 -2.800 2.766 0.000
H 0.185 0.952 -0.615 0.001
H 1.327 0.445 0.596 0.007
H 1.005 2.817 0.344 0.002
H 0.803 2.344 1.891 0.000
H 1.336 1.715 -2.670 0.000
H -0.252 1.730 -2.876 0.000
O 0.598 1.431 -3.268 0.000
H -2.953 -0.947 -0.404 0.008
H -3.521 -2.384 -0.321 0.000
O -3.356 -1.639 -0.935 0.033
H 3.098 -1.632 3.829 0.000
H 2.499 -0.359 3.190 0.000
O 3.322 -0.827 3.365 0.000
H 2.709 -1.025 -1.975 0.000
H 3.659 -1.185 -0.699 0.000
O 3.545 -0.705 -1.552 0.000
H -1.210 3.058 0.748 0.000
H -1.776 4.440 0.292 0.000
O -1.996 3.503 0.366 0.007
H 3.746 -1.474 1.797 0.000
H 4.857 -2.051 0.932 0.000
O 3.902 -1.946 0.945 0.000
H -1.858 2.804 -1.211 0.000
H -2.668 2.131 -2.413 0.000
O -1.782 2.322 -2.070 -0.001
H 0.850 -0.344 -3.012 0.000
H 0.235 -1.739 -2.655 0.000
O 1.096 -1.253 -2.686 0.000
H 3.494 2.398 -2.151 0.000
H 3.077 1.001 -1.559 0.000
O 2.832 1.972 -1.613 0.000
H -1.846 -2.218 -3.623 0.000
H -2.142 -2.131 -2.125 0.000
O -1.448 -2.406 -2.763 0.000
```

The total charge is +1. For the total energy, the calculation gives -40020.60410 eV. The calculation puts the highest occupied orbital energy (alpha / beta) at -12.883 / -12.879 eV. Its multiplicity is 2. Its HOMO-LUMO gap (alpha / beta) is 0.370 / 0.168 Ha. The energy above the lowest of the compared OMol25 structures with the same formula, charge and spin is 0.0 kJ/mol.

***

Entry 4:
The following is a quantum chemistry calculation of a gas-phase ion, C8H14N5 (charge +1) in a non-equilibrium geometry, from the Open Molecules 2025 dataset.

Geometry as XYZ:
```
27
Properties=species:S:1:pos:R:3:mulliken_charge:R:1
C -2.941 0.150 0.511 -1.085
N -2.195 1.132 -0.185 0.002
C -2.721 2.342 -0.655 -1.041
C -0.914 0.824 -0.432 0.673
N -0.168 1.679 -1.201 -0.492
C 1.069 1.420 -1.651 -0.401
N 1.885 0.410 -1.406 -0.522
C 1.372 -0.405 -0.570 0.180
C -0.196 -0.318 0.054 0.121
N -0.236 -1.368 1.039 -0.236
C 1.135 -1.750 1.292 -0.484
N 2.032 -1.442 0.080 0.123
C 3.423 -1.078 0.362 -0.909
H -3.880 0.265 0.150 0.495
H -2.720 -0.983 0.381 0.307
H -3.038 0.285 1.625 0.277
H -2.036 3.087 -0.928 0.393
H -3.299 2.156 -1.555 0.366
H -3.417 2.872 0.039 0.362
H 1.513 2.206 -2.228 0.442
H -0.860 -2.124 0.981 0.280
H 1.545 -1.045 2.100 0.283
H 1.138 -2.827 1.556 0.340
H 2.111 -2.329 -0.524 0.452
H 3.307 -0.313 1.060 0.439
H 4.012 -2.004 0.694 0.330
H 4.081 -0.841 -0.589 0.306
```

The total charge is +1. For the total energy, the calculation gives -15963.84436 eV. The calculation puts the highest occupied orbital energy at -11.490 eV. Its SMILES is CN(C)c1ncnc2c1NC[N@@H+]2C. Its HOMO-LUMO gap is 0.290 Ha. The energy above the lowest of the compared OMol25 structures with the same formula, charge and spin is 312.1 kJ/mol.

***

Entry 5:
The following is a quantum chemistry calculation of C21H20N4O4 in the gas phase, from the Open Molecules 2025 dataset.

Geometry as XYZ:
```
49
Properties=species:S:1:pos:R:3:mulliken_charge:R:1
C 0.206 2.215 -5.956 -0.776
C -0.536 2.616 -4.941 -0.206
C -0.232 2.378 -3.491 -0.404
N 1.086 1.838 -3.259 -0.202
C 1.276 0.619 -2.710 0.641
O 0.372 -0.093 -2.334 -0.651
N 2.621 0.257 -2.644 -0.067
C 3.226 -0.722 -1.888 0.340
O 4.419 -0.874 -1.950 -0.639
C 2.338 -1.638 -1.064 -0.622
N 1.559 -0.952 -0.058 0.382
C 1.770 0.357 0.376 -0.022
O 2.621 1.111 -0.028 -0.668
N 0.843 0.598 1.328 -0.010
C -0.080 -0.500 1.527 3.333
C 0.053 -1.157 2.889 -1.069
C 1.023 -0.764 3.799 -0.290
C 1.128 -1.407 5.021 -0.954
C 0.274 -2.449 5.335 -0.379
C -0.685 -2.854 4.421 -0.971
C -0.796 -2.212 3.201 0.094
C -1.499 -0.048 1.232 -0.232
C -2.318 0.397 2.263 -0.250
C -3.594 0.857 1.988 -0.896
C -4.057 0.884 0.684 -0.458
C -3.237 0.456 -0.346 -0.954
C -1.959 -0.005 -0.078 -0.262
C 0.449 -1.517 0.506 -0.430
O 0.022 -2.615 0.273 -0.661
H -0.075 2.416 -6.975 0.265
H 1.117 1.658 -5.816 0.235
H -1.454 3.161 -5.111 0.333
H -0.945 1.654 -3.082 0.173
H -0.349 3.317 -2.936 0.377
H 1.871 2.408 -3.529 0.250
H 3.297 0.878 -3.075 0.186
H 1.634 -2.159 -1.723 0.443
H 2.992 -2.374 -0.581 0.417
H 0.706 1.509 1.730 0.267
H 1.702 0.040 3.555 0.436
H 1.883 -1.092 5.726 0.425
H 0.360 -2.950 6.288 0.410
H -1.346 -3.673 4.657 0.395
H -1.533 -2.530 2.480 0.483
H -1.960 0.376 3.282 0.429
H -4.225 1.196 2.796 0.407
H -5.055 1.239 0.471 0.408
H -3.592 0.478 -1.365 0.451
H -1.321 -0.329 -0.886 0.490
```

For the total energy, the calculation gives -36254.15922 eV. The calculation puts the highest occupied orbital energy at -9.214 eV. Its SMILES is C=CCNC(=O)NC(=O)CN1C(=O)NC(c2ccccc2)(c2ccccc2)C1=O. Its HOMO-LUMO gap is 0.361 Ha. The energy above the lowest of the compared OMol25 structures with the same formula, charge and spin is 30.3 kJ/mol.

***

Entry 6:
The following is a quantum chemistry calculation of 4 unconnected molecules or ions with the total composition C37H73N4O6P2S, from the Open Molecules 2025 dataset.

Geometry as XYZ:
```
123
Properties=species:S:1:pos:R:3:mulliken_charge:R:1
C 1.179 -1.550 -0.996 -1.081
C 0.335 -0.992 -2.137 -0.003
O -0.945 -1.606 -2.111 -0.258
C -1.691 -1.484 -3.295 -1.031
C -2.636 -0.311 -3.283 -0.705
O -3.512 -0.365 -2.140 -0.381
C -3.447 0.629 -1.240 0.528
C -2.799 0.425 -0.033 0.995
C -2.184 -0.896 0.376 -0.973
O -2.868 -2.021 -0.063 -0.352
C -4.200 -2.119 0.414 -0.716
C -2.725 1.498 0.852 0.051
C -3.354 2.682 0.612 -0.898
P -3.239 3.894 1.996 0.950
O -3.085 5.273 1.200 -0.505
O -1.747 3.612 2.503 -0.507
S -4.518 3.681 3.366 -0.314
N -4.077 2.825 -0.549 0.202
P -5.066 4.312 -0.713 0.409
O -5.751 4.615 0.540 -0.551
C -4.100 1.836 -1.489 0.182
C -4.862 1.989 -2.769 -2.324
C -6.224 1.327 -2.684 1.458
C -6.759 0.749 -3.823 -0.784
C -7.994 0.139 -3.758 -0.855
C -8.697 0.102 -2.566 -0.607
C -8.181 0.679 -1.417 0.088
C -8.935 0.655 -0.121 -1.595
C -6.936 1.287 -1.495 0.319
H 0.505 -2.000 -0.268 0.458
H 1.720 -0.759 -0.482 0.314
H 1.873 -2.301 -1.358 0.146
H 0.234 0.096 -2.033 0.170
H 0.817 -1.186 -3.098 0.294
H -2.232 -2.413 -3.466 0.408
H -1.025 -1.330 -4.153 0.470
H -3.263 -0.364 -4.177 0.402
H -2.096 0.638 -3.304 0.491
H -1.162 -0.954 0.000 -0.220
H -2.131 -0.889 1.472 0.748
H -4.398 -3.162 0.653 0.338
H -4.353 -1.531 1.322 0.325
H -4.904 -1.804 -0.360 0.199
H -2.203 1.371 1.790 0.748
H -2.622 5.941 1.727 0.367
H -1.060 3.836 1.861 0.320
H -4.100 5.211 -1.170 0.111
H -5.896 4.009 -1.782 0.101
H -4.291 1.492 -3.545 0.345
H -4.938 3.025 -3.086 0.884
H -6.224 0.762 -4.763 0.448
H -8.420 -0.323 -4.636 0.404
H -9.658 -0.393 -2.533 0.445
H -9.638 -0.174 -0.092 0.416
H -8.258 0.548 0.725 0.369
H -9.500 1.576 0.021 0.312
H -6.517 1.730 -0.598 0.410
C -0.687 5.339 9.769 -1.429
C -0.598 5.565 8.268 -0.313
N -1.379 4.611 7.499 0.128
C -1.087 4.634 6.081 -0.725
C -1.424 5.907 5.293 -0.804
C -2.784 4.512 7.856 -0.697
C -3.641 5.783 7.768 -0.934
H -0.408 4.317 10.023 0.335
H -0.007 6.019 10.282 0.434
H -1.689 5.530 10.155 0.297
H 0.445 5.447 7.959 0.436
H -0.866 6.612 8.051 0.263
H -1.600 3.787 5.617 0.306
H -0.016 4.434 5.967 0.371
H -2.496 6.006 5.122 0.099
H -0.939 5.862 4.312 0.296
H -1.068 6.812 5.787 0.374
H -2.844 4.130 8.877 0.382
H -3.227 3.732 7.231 0.335
H -3.130 6.648 8.191 0.246
H -4.565 5.642 8.332 0.379
H -3.923 6.023 6.743 0.239
C 6.581 -0.525 -6.083 -1.448
C 6.469 -0.601 -4.569 -0.182
N 5.106 -0.445 -4.088 0.213
C 5.021 -0.243 -2.654 -0.983
C 5.460 -1.390 -1.737 -0.447
C 4.133 -1.362 -4.656 -0.452
C 4.376 -2.870 -4.490 -0.671
H 6.143 0.401 -6.458 0.335
H 7.631 -0.549 -6.374 0.443
H 6.089 -1.364 -6.577 0.282
H 7.055 0.212 -4.134 0.488
H 6.939 -1.536 -4.225 0.105
H 3.988 0.027 -2.407 0.305
H 5.619 0.640 -2.411 0.403
H 4.730 -2.198 -1.714 -0.087
H 5.562 -1.023 -0.714 0.439
H 6.425 -1.808 -2.026 0.220
H 4.052 -1.146 -5.724 0.312
H 3.156 -1.103 -4.236 -0.094
H 5.415 -3.135 -4.689 0.215
H 3.757 -3.423 -5.199 0.516
H 4.124 -3.226 -3.491 0.054
C 7.832 -3.978 -0.242 -1.260
C 7.395 -5.394 0.096 -0.406
N 6.000 -5.648 -0.222 0.189
C 5.496 -6.888 0.343 -0.669
C 6.097 -8.209 -0.153 -0.987
C 5.608 -5.370 -1.593 0.284
C 6.346 -6.103 -2.722 -1.162
H 7.185 -3.247 0.245 0.264
H 8.854 -3.812 0.100 0.486
H 7.815 -3.792 -1.317 0.193
H 7.513 -5.550 1.171 0.476
H 8.082 -6.102 -0.394 0.249
H 4.413 -6.910 0.192 0.346
H 5.643 -6.828 1.426 0.431
H 5.747 -8.471 -1.151 0.225
H 5.802 -9.019 0.517 0.401
H 7.187 -8.180 -0.169 0.277
H 5.716 -4.296 -1.760 -0.661
H 4.535 -5.567 -1.673 0.413
H 7.424 -6.117 -2.559 0.256
H 6.165 -5.592 -3.670 0.378
H 6.008 -7.131 -2.839 0.324
```

The total charge is +1. For the total energy, the calculation gives -87205.29951 eV. The calculation puts the highest occupied orbital energy at -9.330 eV. Its HOMO-LUMO gap is 0.188 Ha.